Here is C21H39Br2Cl30F3Ga as an isolated structure at a distorted geometry from OMol25. Energies are from wB97M-V/def2-TZVPD.

Positions of all 96 atoms, in Å:
C -1.27 -0.39 3.07
C -2.13 0.59 2.74
Ga -1.56 2.56 2.51
C 0.40 2.69 1.90
C 0.68 3.10 0.46
C 0.09 2.25 -0.65
F -1.11 2.73 -1.10
Br -0.11 0.39 -0.16
C 1.00 2.26 -1.90
F 2.12 1.53 -1.70
F 0.36 1.76 -2.98
Br 1.53 4.07 -2.42
H -1.31 -1.34 2.54
H -0.53 -0.31 3.86
H -3.16 0.30 2.59
H -2.60 3.31 1.54
H -1.66 3.21 3.99
H 0.83 3.46 2.52
H 0.92 1.78 2.17
H 1.76 3.04 0.30
H 0.38 4.12 0.27
C 4.66 6.82 -2.73
Cl 5.67 7.27 -1.35
Cl 2.97 7.28 -2.50
H 5.04 7.32 -3.61
H 4.71 5.75 -2.86
C -3.74 1.41 -2.42
Cl -4.79 1.20 -1.02
Cl -3.74 -0.01 -3.49
H -4.08 2.27 -2.98
H -2.73 1.56 -2.06
C -1.07 -1.78 6.98
Cl 0.61 -1.80 6.41
Cl -1.88 -0.26 6.60
H -1.60 -2.58 6.49
H -1.06 -1.91 8.05
C -2.86 -2.38 -6.40
Cl -4.09 -2.84 -5.23
Cl -2.46 -3.66 -7.55
H -3.20 -1.50 -6.94
H -1.96 -2.15 -5.85
C -1.89 6.05 -1.75
Cl -0.98 6.61 -0.35
Cl -3.62 6.39 -1.61
H -1.51 6.55 -2.63
H -1.75 4.98 -1.84
C -1.65 -6.72 -5.79
Cl -2.97 -7.30 -4.76
Cl -1.05 -8.00 -6.87
H -2.02 -5.90 -6.39
H -0.84 -6.39 -5.16
C 1.78 -4.64 -4.34
Cl 0.77 -3.79 -5.52
Cl 1.53 -6.39 -4.38
H 2.82 -4.44 -4.56
H 1.52 -4.28 -3.36
C -0.71 -11.67 -5.80
Cl -2.04 -12.25 -4.78
Cl -0.11 -12.94 -6.87
H -1.08 -10.85 -6.41
H 0.10 -11.33 -5.17
C 2.45 -2.79 -0.83
Cl 1.45 -1.97 -2.03
Cl 2.24 -4.55 -0.90
H 3.49 -2.55 -1.02
H 2.16 -2.45 0.16
C -0.06 7.17 3.21
Cl -0.44 5.59 3.88
Cl 1.41 7.89 3.92
H 0.10 7.06 2.14
H -0.89 7.84 3.40
C 3.74 0.98 0.63
Cl 2.43 0.29 1.57
Cl 4.52 -0.22 -0.42
H 3.34 1.77 0.00
H 4.49 1.38 1.31
C 4.83 8.32 6.11
Cl 3.72 9.37 5.21
Cl 4.16 6.71 6.35
H 5.75 8.24 5.56
H 5.01 8.77 7.08
C -4.13 9.00 3.68
Cl -4.12 7.29 3.28
Cl -2.49 9.61 3.96
H -4.56 9.55 2.84
H -4.72 9.16 4.57
C 4.40 -3.45 7.70
Cl 4.38 -3.26 5.94
Cl 2.77 -3.63 8.36
H 4.97 -4.34 7.94
H 4.86 -2.57 8.14
C -4.01 -13.83 -2.20
Cl -3.74 -13.41 -0.50
Cl -5.73 -13.83 -2.61
H -3.51 -13.10 -2.82
H -3.61 -14.82 -2.38

Its HOMO energy is -4.008 eV. The calculation puts the LUMO energy at 1.69 eV. Its multiplicity is 1. The charge is -1.

***

Here is C3H9N3O2 as an isolated structure at a distorted geometry from OMol25. Energies are from wB97M-V/def2-TZVPD.

Positions of all 17 atoms, in Å:
C 1.36 0.50 -1.23
N 0.04 0.02 -0.85
C 0.34 -1.25 0.61
O 1.18 -0.73 1.35
H -0.43 -0.48 -1.60
H 0.63 -2.06 -0.10
H 1.82 -0.20 -1.92
H 1.97 0.54 -0.33
H 1.31 1.48 -1.69
N -0.84 1.18 -0.47
N -0.66 1.61 0.83
C -1.09 -1.39 1.04
O -2.05 -1.34 0.30
H -1.80 0.83 -0.56
H -0.88 0.91 1.53
H 0.31 1.90 0.96
H -1.22 -1.52 2.13

Its HOMO energy is -8.781 eV. The calculation puts the LUMO energy at 0.34 eV. Its multiplicity is 1.

***

Here is C48H79MnN4O3SSe2Si as an isolated structure from OMol25. Energies are from wB97M-V/def2-TZVPD.

Positions of all 139 atoms, in Å:
Mn -0.86 0.83 0.71
C 1.64 -6.55 0.81
C 1.40 -5.73 -0.47
C 2.76 -5.48 -1.13
C 0.54 -6.55 -1.44
C 0.69 -4.42 -0.13
C 1.21 -3.17 -0.42
C 0.50 -2.02 -0.09
Se 1.26 -0.29 -0.37
C 2.16 -0.17 1.31
C 3.50 -0.53 1.38
C 4.19 -0.47 2.58
C 3.46 -0.05 3.70
C 2.13 0.31 3.67
C 1.44 0.28 2.42
O 0.19 0.68 2.32
C 1.38 0.70 4.94
C 2.28 0.67 6.18
C 0.82 2.13 4.83
C 0.25 -0.32 5.18
C 5.66 -0.86 2.73
C 5.79 -2.03 3.71
C 6.27 -1.28 1.39
C 6.46 0.33 3.27
C -0.77 -2.06 0.49
O -1.48 -0.98 0.67
C -1.29 -3.33 0.85
C -0.55 -4.45 0.52
C -2.63 -3.43 1.58
C -3.76 -2.89 0.68
C -2.57 -2.62 2.88
C -2.98 -4.87 1.95
H 2.14 -7.49 0.57
H 0.70 -6.78 1.31
H 2.26 -5.99 1.51
H 3.24 -6.44 -1.35
H 3.43 -4.91 -0.48
H 2.65 -4.93 -2.07
H 1.02 -7.50 -1.67
H 0.38 -6.00 -2.37
H -0.44 -6.76 -1.01
H 2.18 -3.06 -0.89
H 3.99 -0.87 0.48
H 3.98 -0.02 4.65
H 3.09 1.40 6.12
H 2.71 -0.32 6.35
H 1.68 0.92 7.06
H 1.63 2.85 4.73
H 0.25 2.38 5.73
H 0.18 2.22 3.95
H 0.68 -1.31 5.34
H -0.41 -0.38 4.32
H -0.32 -0.05 6.07
H 5.23 -2.90 3.34
H 5.40 -1.78 4.69
H 6.83 -2.32 3.82
H 5.76 -2.15 0.97
H 7.32 -1.55 1.54
H 6.23 -0.48 0.66
H 6.11 0.63 4.26
H 6.35 1.20 2.61
H 7.52 0.09 3.34
H -0.96 -5.42 0.78
H -3.63 -1.84 0.45
H -4.72 -3.03 1.18
H -3.79 -3.44 -0.27
H -2.40 -1.56 2.68
H -1.77 -2.99 3.53
H -3.52 -2.72 3.42
H -3.09 -5.51 1.07
H -3.94 -4.87 2.48
H -2.23 -5.32 2.61
C -2.99 1.42 4.19
C -2.61 2.08 2.90
O -2.44 1.44 1.87
N -2.49 3.42 2.87
C -2.00 4.03 1.65
C -0.50 3.94 1.47
C 0.32 4.85 2.10
C 1.69 4.77 1.92
C 2.18 3.82 1.05
C 1.29 2.95 0.44
N -0.03 2.96 0.68
H -3.58 0.53 3.96
H -3.55 2.08 4.85
H -2.08 1.10 4.68
H -2.42 3.91 3.75
H -2.30 5.08 1.65
H -2.49 3.53 0.82
H -0.12 5.63 2.72
H 2.36 5.46 2.42
H 3.24 3.72 0.83
H 1.63 2.24 -0.30
C -1.46 -2.21 -5.54
C -2.72 -1.66 -4.88
C -2.73 -1.85 -3.37
C -1.70 -1.00 -2.63
N -1.82 0.42 -2.92
C -2.70 1.23 -2.30
S -3.76 0.69 -1.10
N -2.63 2.52 -2.71
C -3.34 3.61 -2.06
C -4.67 3.94 -2.72
C -4.57 4.44 -4.17
C -4.46 3.33 -5.21
H -1.49 -2.10 -6.63
H -1.32 -3.27 -5.31
H -0.57 -1.68 -5.19
H -3.60 -2.16 -5.31
H -2.82 -0.60 -5.11
H -2.53 -2.89 -3.12
H -3.72 -1.61 -2.96
H -0.69 -1.28 -2.93
H -1.79 -1.16 -1.56
H -1.00 0.90 -3.30
H -1.73 2.77 -3.14
H -2.67 4.47 -2.10
H -3.51 3.35 -1.02
H -5.15 4.70 -2.11
H -5.31 3.05 -2.67
H -3.71 5.11 -4.26
H -5.45 5.05 -4.39
H -3.66 2.63 -4.99
H -4.28 3.74 -6.21
H -5.39 2.76 -5.26
C 2.13 2.66 -6.10
Si 0.89 3.61 -5.04
C 1.47 5.40 -5.02
C -0.75 3.58 -5.98
Se 0.68 2.77 -3.01
H 2.26 3.11 -7.08
H 1.80 1.62 -6.22
H 3.10 2.64 -5.60
H 1.60 5.80 -6.03
H 2.41 5.48 -4.48
H 0.74 6.02 -4.50
H -0.65 3.97 -7.00
H -1.50 4.18 -5.46
H -1.13 2.56 -6.05

Its HOMO energy (spin up / spin down) is -4.504 / -4.503 eV. The calculation puts the LUMO energy (spin up / spin down) at 2.05 / 2.05 eV. Its multiplicity is 2. The expectation value of S² is 0.973. The charge is -1.

***

Here is C24H24BN12O3PtS as an isolated structure at a distorted geometry from OMol25. Energies are from wB97M-V/def2-TZVPD.

Positions of all 66 atoms, in Å:
Pt 0.22 0.01 -0.90
C -2.99 -2.43 0.81
C -2.55 -1.40 -0.02
N -1.22 -1.34 0.00
N -0.78 -2.32 0.82
C -1.83 -2.98 1.32
B 0.74 -2.66 0.86
N 1.16 -2.92 -0.62
C 1.43 -4.03 -1.33
C 1.67 -3.68 -2.64
C 1.49 -2.30 -2.67
N 1.19 -1.85 -1.45
N 1.54 -1.43 1.39
C 2.61 -1.44 2.19
C 3.05 -0.13 2.35
C 2.17 0.63 1.60
N 1.24 -0.16 1.04
N 1.05 -3.82 1.76
C 2.05 -4.75 1.71
C 2.07 -5.41 2.91
C 1.04 -4.81 3.66
N 0.44 -3.85 2.97
H -4.00 -2.74 1.00
H -3.12 -0.75 -0.66
H -1.69 -3.80 2.00
H 1.42 -5.00 -0.87
H 1.92 -4.33 -3.46
H 1.57 -1.61 -3.50
H 2.98 -2.36 2.61
H 3.88 0.21 2.95
H 2.14 1.70 1.45
H 2.70 -4.85 0.86
H 2.73 -6.21 3.21
H 0.72 -5.03 4.66
N -3.72 3.51 3.53
C -3.17 3.46 2.34
C -2.68 4.67 1.73
C -2.09 4.60 0.50
C -1.98 3.36 -0.14
C -2.48 2.17 0.42
C -3.06 2.21 1.65
S -1.05 3.30 -1.64
O -0.81 4.61 -2.13
O -2.07 2.59 -2.62
N 0.07 2.33 -1.32
C 1.44 2.49 -1.56
N 2.07 3.64 -1.66
C 3.43 3.82 -1.82
C 4.14 2.62 -1.83
C 3.49 1.41 -1.71
N 2.10 1.37 -1.58
H -3.81 4.39 4.04
H -4.08 2.68 3.99
H -2.79 5.61 2.24
H -1.71 5.50 0.02
H -2.36 1.23 -0.09
H -3.43 1.30 2.12
H 3.84 4.81 -1.96
H 5.22 2.66 -1.96
H 4.00 0.46 -1.72
C -2.82 1.34 -4.50
C -2.08 1.27 -3.21
O -1.60 0.34 -2.67
H -3.83 1.72 -4.32
H -2.86 0.35 -4.93
H -2.33 2.04 -5.17

Its HOMO energy (spin up / spin down) is -11.094 / -13.190 eV. The calculation puts the LUMO energy (spin up / spin down) at -6.24 / -9.78 eV. Its multiplicity is 6. The expectation value of S² is 8.816. The charge is +2.

***

Here is a 2-piece molecular cluster, C8H14O overall at a distorted geometry from OMol25. Energies are from wB97M-V/def2-TZVPD.

Positions of all 23 atoms, in Å:
C 0.84 -1.46 -1.60
C 1.05 -0.71 -0.30
C 1.55 0.69 -0.41
C 0.59 -1.19 0.86
C 0.76 -0.52 2.20
O 0.05 -2.45 0.99
H -0.19 -1.78 -1.71
H 1.06 -0.81 -2.45
H 1.50 -2.34 -1.66
H 2.15 0.98 0.44
H 2.13 0.83 -1.32
H 0.67 1.38 -0.42
H 0.16 0.39 2.24
H 1.80 -0.25 2.37
H 0.43 -1.20 2.98
H -0.01 -2.86 0.13
C -2.10 0.09 0.40
C -1.97 1.17 -0.11
C -2.04 2.47 -0.75
H -2.28 -0.83 0.88
H -1.59 3.23 -0.11
H -3.07 2.74 -0.95
H -1.49 2.45 -1.70

Its HOMO energy is -7.867 eV. The calculation puts the LUMO energy at 0.87 eV. Its multiplicity is 1. As for the SMILES: CC(C)=C(C)O.C#CC.

***

Here is one molecule with the formula C5H9FO2 at a distorted geometry from OMol25. Energies are from wB97M-V/def2-TZVPD.

Positions of all 17 atoms, in Å:
C 1.94 0.25 0.44
C 0.96 -0.69 -0.29
C -0.19 0.00 -1.00
F 0.39 0.73 -2.05
C -0.99 1.03 -0.18
O -2.21 0.53 0.39
C -2.08 -0.70 0.95
O -1.94 -0.86 2.08
H 2.66 -0.38 0.97
H 2.52 0.81 -0.29
H 1.48 0.88 1.20
H 0.61 -1.50 0.36
H 1.54 -1.19 -1.07
H -0.89 -0.69 -1.48
H -0.39 1.54 0.58
H -1.28 1.81 -0.88
H -2.12 -1.57 0.27

Its HOMO energy is -10.927 eV. The calculation puts the LUMO energy at 0.94 eV. Its multiplicity is 1. As for the SMILES: CC[C@H](F)COC=O.

***

Here is a 2-piece molecular cluster, C2H9N4S overall at a distorted geometry from OMol25. Energies are from wB97M-V/def2-TZVPD.

Positions of all 16 atoms, in Å:
C 0.37 1.72 -0.24
C 2.60 -0.41 0.57
N 0.28 0.42 0.43
N 1.32 -0.22 0.52
N -4.01 -0.92 -0.17
N 3.47 -1.10 -0.24
S -2.32 -0.29 0.09
H 1.33 1.88 -0.46
H -0.10 2.34 0.55
H -0.39 1.55 -0.96
H 2.86 -0.10 1.61
H -4.28 -1.36 0.75
H -4.61 -0.06 -0.41
H -4.08 -1.58 -0.89
H 4.38 -0.79 0.06
H 3.20 -1.09 -1.21

Its HOMO energy is -10.916 eV. The calculation puts the LUMO energy at -4.67 eV. Its multiplicity is 1. The charge is +1.

***

Here is C28H82O13 as an isolated structure at a distorted geometry from OMol25. Energies are from wB97M-V/def2-TZVPD.

Positions of all 123 atoms, in Å:
C -2.00 -1.20 5.32
C -2.11 -0.59 3.89
C -0.89 -0.85 2.98
O -3.28 -1.02 3.30
H -2.04 -2.28 5.20
H -2.86 -1.01 5.96
H -1.09 -0.84 5.81
H -2.23 0.49 3.98
H -0.75 -1.86 2.59
H 0.09 -0.71 3.45
H -0.93 -0.17 2.13
H -3.34 -0.76 2.38
C -4.66 0.64 2.07
C -3.99 -0.01 0.84
C -3.47 1.02 -0.11
O -2.85 -0.74 1.35
H -4.03 1.35 2.61
H -5.01 -0.14 2.73
H -5.59 1.16 1.83
H -4.68 -0.66 0.29
H -2.98 1.88 0.35
H -4.34 1.43 -0.62
H -2.86 0.59 -0.91
H -2.50 -1.20 0.58
C 2.12 -1.99 -1.39
C 3.39 -2.56 -2.03
C 4.20 -1.44 -2.73
O 4.19 -3.08 -1.00
H 1.45 -1.68 -2.19
H 2.30 -1.02 -0.94
H 1.50 -2.69 -0.83
H 3.16 -3.36 -2.74
H 4.36 -0.61 -2.04
H 3.62 -1.05 -3.56
H 5.16 -1.76 -3.14
H 3.58 -3.69 -0.56
C 2.18 1.22 3.73
C 2.29 2.32 2.62
C 1.80 1.81 1.31
O 1.59 3.46 3.11
H 2.57 1.50 4.71
H 2.78 0.42 3.30
H 1.16 0.90 3.95
H 3.33 2.62 2.46
H 0.75 1.50 1.37
H 2.39 1.03 0.84
H 1.76 2.63 0.59
H 1.83 4.27 2.66
C -0.17 3.97 -1.06
C -1.57 4.50 -0.76
C -1.40 5.73 0.18
O -2.22 4.85 -1.90
H 0.47 4.65 -1.61
H -0.10 3.01 -1.59
H 0.28 3.77 -0.09
H -2.18 3.76 -0.24
H -1.08 5.48 1.19
H -2.39 6.17 0.28
H -0.69 6.49 -0.15
H -2.34 4.06 -2.43
C -0.32 -3.04 -1.98
C -1.00 -2.34 -3.12
C -2.14 -3.19 -3.75
O -1.64 -1.09 -2.71
H 0.07 -4.01 -2.28
H -0.91 -3.16 -1.07
H 0.55 -2.46 -1.67
H -0.27 -2.17 -3.92
H -2.43 -2.70 -4.68
H -2.93 -3.16 -3.00
H -1.85 -4.21 -3.99
H -1.97 -0.73 -3.54
C 5.95 0.08 -0.12
C 4.49 0.52 0.01
C 3.53 -0.51 0.63
O 4.48 1.66 0.82
H 6.03 -0.70 -0.88
H 6.21 -0.45 0.79
H 6.67 0.88 -0.32
H 4.09 0.86 -0.94
H 3.69 -1.49 0.19
H 2.49 -0.22 0.49
H 3.72 -0.71 1.69
H 4.61 1.34 1.71
C -0.64 0.65 -0.16
C 0.19 -0.46 -0.84
O 0.28 -0.17 -2.22
H -0.65 0.42 0.91
H -1.70 0.71 -0.42
H -0.19 1.64 -0.24
H -0.25 -1.45 -0.69
H 1.21 -0.52 -0.48
H -0.34 -0.73 -2.69
C -3.29 -2.01 -0.90
O -2.06 -1.33 -0.62
H -3.77 -1.96 0.08
H -3.95 -1.52 -1.62
H -3.20 -3.07 -1.10
H -1.68 -1.15 -1.48
C -2.21 1.90 -2.45
O -2.40 3.24 -2.96
H -1.17 1.58 -2.51
H -2.39 1.98 -1.38
H -2.89 1.18 -2.91
H -2.42 3.26 -3.92
C 1.53 -1.84 1.57
O 1.15 -2.95 0.78
H 0.93 -1.61 2.45
H 2.55 -2.01 1.92
H 1.54 -0.94 0.96
H 0.20 -2.83 0.68
C -1.46 -3.25 1.18
O -0.83 -2.13 0.67
H -0.74 -3.87 1.72
H -2.18 -2.84 1.90
H -2.06 -3.82 0.48
H -1.46 -1.59 0.18
C 2.01 1.82 -1.83
O 2.29 0.50 -2.29
H 2.39 1.95 -0.81
H 2.50 2.51 -2.51
H 0.93 1.99 -1.90
H 1.47 0.00 -2.21

Its HOMO energy is -8.468 eV. The calculation puts the LUMO energy at -0.83 eV. Its multiplicity is 1.

***

| no. | E_tot (eV) |
| --- | --- |
| 1 | -598694.2773 |
| 2 | -11818.7871 |
| 3 | -243894.2880 |
| 4 | -64039.9846 |
| 5 | -10568.0806 |
| 6 | -12142.5148 |
| 7 | -19004.8140 |
| 8 | -56952.3836 |